Entry from the Open Molecules 2025 dataset: a cluster of 3 separate species, C23H29ClO6S2 in total at a distorted geometry (ωB97M-V/def2-TZVPD).

XYZ file:
```
61
Properties=species:S:1:pos:R:3:mulliken_charge:R:1
C 1.685 4.320 -3.042 -0.628
C 2.530 3.277 -3.262 -0.880
C 2.035 1.923 -2.846 0.469
C 1.029 1.367 -3.579 -1.038
C 0.484 0.133 -3.256 0.653
C -0.618 -0.462 -4.106 -1.786
C -0.110 -1.107 -5.405 0.310
C -1.280 -1.733 -6.214 -1.251
Cl 0.683 0.110 -6.499 -0.226
C 0.984 -0.501 -2.145 0.992
C 2.026 0.067 -1.406 0.955
C 2.564 1.266 -1.737 -0.699
C 2.547 -0.697 -0.182 -0.214
O 3.731 -0.696 0.085 -0.590
C 1.505 -1.466 0.583 -0.318
C 0.523 -1.998 -0.121 -0.628
C 0.469 -1.829 -1.627 0.027
O 0.049 -2.708 -2.355 -0.595
H 1.342 5.002 -3.818 0.291
H 1.303 4.413 -2.023 0.233
H 3.533 3.406 -3.670 0.372
H 0.644 1.911 -4.432 0.530
H -1.290 0.355 -4.403 0.561
H -1.188 -1.222 -3.571 0.608
H 0.641 -1.869 -5.195 0.460
H -2.125 -1.830 -5.523 0.330
H -1.013 -2.720 -6.592 0.303
H -1.553 -1.056 -7.023 0.379
H 3.367 1.664 -1.129 0.488
H 1.572 -1.542 1.663 0.383
H -0.253 -2.549 0.406 0.499
O -1.615 2.898 -0.752 -0.681
S -1.667 1.719 0.074 1.132
O -0.472 1.107 0.572 -0.523
C -2.837 2.007 1.399 -0.774
C -4.178 1.558 0.831 -0.589
C -3.898 0.246 0.089 -0.800
C -2.645 0.463 -0.765 -0.140
H -2.816 3.057 1.681 0.426
H -2.541 1.383 2.244 0.301
H -4.921 1.427 1.617 0.368
H -4.556 2.306 0.130 0.284
H -3.717 -0.551 0.814 0.302
H -4.745 -0.059 -0.525 0.359
H -2.053 -0.445 -0.855 -0.026
H -2.897 0.842 -1.754 0.359
O -0.393 -3.138 6.220 -0.677
S 0.099 -2.100 5.352 1.099
O -0.560 -1.767 4.112 -0.564
C 0.319 -0.609 6.314 -0.711
C 1.743 -0.714 6.851 -0.604
C 2.596 -1.221 5.681 -0.629
C 1.844 -2.394 5.040 -0.486
H -0.436 -0.562 7.095 0.398
H 0.214 0.240 5.638 0.362
H 2.100 0.245 7.225 0.347
H 1.780 -1.432 7.673 0.301
H 2.722 -0.420 4.949 0.282
H 3.590 -1.524 6.007 0.348
H 2.011 -2.445 3.966 0.185
H 2.110 -3.343 5.502 0.360
```

The calculation puts the energy at -70796.136 eV. The value obtained for the HOMO energy is -8.374 eV. The value obtained for the max |F| is 2.82 eV/Å.